1.
# C5H15NS2

A cluster of 2 separate species, C5H15NS2 in total (the ωB97M-V functional and the def2-TZVPD basis, the Open Molecules 2025 dataset).

Structure (XYZ):
```
23
Properties=species:S:1:pos:R:3:nbo_charge:R:1
C -1.1545 1.8591 -1.8294 -0.621
C -1.6163 0.4376 -1.5684 -0.523
S -0.6201 -0.7345 -2.5341 0.080
S -1.3184 -2.5288 -1.7925 -0.152
H -1.4291 2.1808 -2.8340 0.210
H -0.0783 1.9518 -1.6902 0.215
H -1.6346 2.5130 -1.1014 0.221
H -2.6623 0.2944 -1.8408 0.211
H -1.4995 0.1935 -0.5135 0.229
H -1.9363 -2.9338 -2.9112 0.134
C 0.1586 -1.2493 1.6819 -0.416
N 0.7167 -0.0066 1.1835 -0.440
C 1.1537 0.8325 2.2782 -0.411
C 1.8050 -0.2579 0.2541 -0.419
H -0.7361 -1.0450 2.2714 0.198
H 0.8707 -1.8035 2.3195 0.162
H -0.1179 -1.8997 0.8528 0.201
H 1.5697 1.7650 1.9061 0.199
H 0.3228 1.0751 2.9395 0.198
H 1.9278 0.3497 2.9026 0.159
H 2.1344 0.6773 -0.2014 0.196
H 1.4706 -0.9450 -0.5200 0.211
H 2.6734 -0.7258 0.7473 0.158
```

Results
Largest force on an atom in eV Å⁻¹: 0.33
Energy above the lowest of the compared OMol25 structures with the same formula, charge and spin in kJ/mol: 41.3
Electronic energy in hartree: -1050.608707
LUMO energy in eV: 0.6
SMILES string: CN(C)C.CCSS
HOMO energy in eV: -8.5
Frontier orbital gap in eV: 9.15
2S+1: 1

2.
# C7H24NO5PS3

A cluster of 4 separate species, C7H24NO5PS3 in total in a non-equilibrium geometry (the ωB97M-V functional and the def2-TZVPD basis, the Open Molecules 2025 dataset).

Structure (XYZ):
```
41
Properties=species:S:1:pos:R:3:nbo_charge:R:1
O 0.5208 -3.0315 -0.9084 -0.298
N 0.0503 -2.8049 -2.0340 0.393
O -1.2504 -2.4935 -1.8953 -0.427
C -2.1142 -3.6843 -1.8736 -0.451
P -3.8896 -3.0340 -1.4082 0.588
H -2.2482 -4.2221 -2.9041 0.190
H -1.8156 -4.5006 -1.0894 0.197
H -4.4567 -3.7036 -2.5552 -0.017
H -3.3878 -1.6612 -1.5245 -0.004
H -3.8033 -3.7648 -0.1662 -0.017
H -5.1808 -2.4827 -1.0747 -0.143
C -0.2020 0.3520 -0.8299 -0.839
S -1.2991 1.7718 -0.6003 1.237
O -2.1216 1.9123 -1.8468 -0.987
C 0.0038 3.0248 -0.6647 -0.826
H -0.8098 -0.5555 -0.8604 0.244
H 0.3469 0.4515 -1.7695 0.228
H 0.4961 0.2907 0.0081 0.231
H 0.5401 2.9588 -1.6145 0.225
H 0.6953 2.8760 0.1678 0.250
H -0.4580 4.0115 -0.5780 0.234
C -1.2061 5.0577 4.3236 -0.828
S -1.4889 3.5062 3.4376 1.241
O -0.2351 3.1848 2.6794 -0.992
C -2.6803 4.1822 2.2562 -0.833
H -0.4550 4.8837 5.0980 0.242
H -0.8428 5.8222 3.6326 0.231
H -2.1371 5.3860 4.7912 0.229
H -2.2257 5.0010 1.6933 0.229
H -3.5630 4.5395 2.7915 0.230
H -2.9742 3.3879 1.5655 0.247
C 5.3939 -2.1036 0.4720 -0.829
S 5.1111 -3.6551 -0.4140 1.236
O 6.3649 -3.9765 -1.1722 -0.977
C 3.9197 -2.9791 -1.5954 -0.833
H 6.1450 -2.2776 1.2463 0.240
H 5.7572 -1.3391 -0.2190 0.229
H 4.4629 -1.7753 0.9396 0.227
H 4.3743 -2.1603 -2.1584 0.227
H 3.0370 -2.6218 -1.0601 0.237
H 3.6258 -3.7734 -2.2861 0.241
```

Results
Largest force on an atom in eV Å⁻¹: 5.12
Electronic energy in hartree: -2247.624642
LUMO energy in eV: -0.8
HOMO energy in eV: -8.8
Frontier orbital gap in eV: 7.98
2S+1: 1

3.
# C5H11NO

The molecule C5H11NO (the ωB97M-V functional and the def2-TZVPD basis, the Open Molecules 2025 dataset).

Structure (XYZ):
```
18
Properties=species:S:1:pos:R:3:nbo_charge:R:1
C 2.6728 0.6131 -0.3882 -0.405
N 1.2381 0.8183 -0.3033 -0.631
C 0.3949 -0.2618 -0.0570 0.485
O 1.0996 -1.4327 0.0179 -0.693
C -0.9412 -0.1753 0.0814 -0.205
C -1.7673 -1.3332 0.5785 -0.623
C -1.6735 1.1161 -0.1742 -0.626
H 3.1138 0.2126 0.5356 0.181
H 3.1381 1.5783 -0.6109 0.199
H 2.9019 -0.0785 -1.2033 0.206
H 0.9809 1.6435 0.2187 0.382
H 0.4833 -2.1566 -0.1413 0.488
H -2.3841 -1.0160 1.4304 0.212
H -1.1603 -2.1700 0.9455 0.197
H -2.4569 -1.7281 -0.1815 0.205
H -2.6501 0.9189 -0.6364 0.210
H -1.8738 1.6856 0.7467 0.199
H -1.1164 1.7657 -0.8585 0.218
```

Results
Largest force on an atom in eV Å⁻¹: 0.35
Energy above the lowest of the compared OMol25 structures with the same formula, charge and spin in kJ/mol: 127.3
Electronic energy in hartree: -327.082864
LUMO energy in eV: 0.8
SMILES string: CNC(O)=C(C)C
HOMO energy in eV: -7.3
Frontier orbital gap in eV: 8.13
2S+1: 1

4.
# C22H28N4O2

The molecule C22H28N4O2 (the ωB97M-V functional and the def2-TZVPD basis, the Open Molecules 2025 dataset).

Structure (XYZ):
```
56
Properties=species:S:1:pos:R:3:nbo_charge:R:1
C -4.8781 -0.9064 1.8726 -0.641
H -5.7210 -1.2118 1.2596 0.202
H -4.7408 -1.6451 2.6579 0.217
H -5.1181 0.0476 2.3372 0.209
C -3.5893 -0.7895 1.0448 -0.030
N -3.6140 0.2496 0.0227 -0.485
C -4.5357 -0.0226 -1.0650 -0.217
C -4.1456 -1.3189 -1.7686 -0.402
C -4.1394 -2.4713 -0.7716 -0.400
C -3.2134 -2.1242 0.3891 -0.402
H -3.2367 -2.9120 1.1432 0.211
H -2.1911 -2.0565 0.0118 0.208
H -3.7955 -3.3871 -1.2552 0.214
H -5.1529 -2.6489 -0.4070 0.193
H -4.8443 -1.5168 -2.5833 0.209
H -3.1466 -1.2051 -2.1942 0.200
H -4.4771 0.8071 -1.7734 0.200
H -5.5809 -0.0870 -0.7175 0.165
C -3.7071 1.6064 0.5312 -0.217
H -3.3031 1.6243 1.5460 0.204
C -2.8496 2.5393 -0.3405 -0.232
N -1.5549 1.9341 -0.5240 -0.606
C -0.4125 2.4639 -0.0360 0.654
O -0.3407 3.6220 0.3532 -0.648
C 0.7155 1.5114 -0.0524 0.018
C 0.6258 0.1350 -0.0347 -0.181
C 1.9393 -0.3571 -0.0171 -0.221
C 2.8054 0.7410 -0.0301 0.176
N 2.0453 1.8689 -0.0360 -0.287
C 2.5036 3.2333 -0.0302 -0.431
H 1.6360 3.8847 0.0650 0.274
H 3.1601 3.4082 0.8233 0.205
H 3.0298 3.4696 -0.9577 0.199
C 4.2243 0.5341 -0.0362 -0.052
C 5.1878 1.5467 -0.0969 -0.188
C 6.5351 1.2636 -0.0921 -0.239
C 6.9574 -0.0554 -0.0272 -0.188
C 6.0339 -1.0764 0.0224 -0.250
C 4.6580 -0.8184 0.0143 0.185
N 3.7638 -1.8713 0.0512 -0.402
C 2.3818 -1.7261 0.0220 0.665
O 1.6406 -2.6953 0.0340 -0.630
C 4.2523 -3.2339 0.1115 -0.429
H 3.3728 -3.8773 0.1382 0.262
H 4.8430 -3.3973 1.0139 0.199
H 4.8451 -3.4774 -0.7715 0.199
H 6.3955 -2.0895 0.0651 0.219
H 8.0112 -0.2894 -0.0198 0.215
H 7.2555 2.0658 -0.1394 0.215
H 4.8816 2.5752 -0.1555 0.213
H -0.2553 -0.4734 0.0001 0.225
H -1.6079 0.9446 -0.7224 0.417
H -2.7105 3.5079 0.1428 0.238
H -3.3179 2.6942 -1.3177 0.188
H -4.7414 1.9808 0.5644 0.181
H -2.7790 -0.5179 1.7359 0.199
```

Results
Largest force on an atom in eV Å⁻¹: 1.00
Energy above the lowest of the compared OMol25 structures with the same formula, charge and spin in kJ/mol: 0.0
Electronic energy in hartree: -1224.701808
LUMO energy in eV: 0.6
SMILES string: C[C@H]1CCCCN1CCNC(=O)c1cc2c(=O)n(C)c3ccccc3c2n1C
HOMO energy in eV: -7.9
Frontier orbital gap in eV: 8.48
2S+1: 1

5.
# C6H5F3NO2S

A structure of composition C6H5F3NO2S in a non-equilibrium geometry (the ωB97M-V functional and the def2-TZVPD basis, the Open Molecules 2025 dataset).

Structure (XYZ):
```
18
Properties=species:S:1:pos:R:3:nbo_charge:R:1
C -2.8276 -0.2433 0.0390 -0.109
C -2.1283 -0.3886 -1.1532 -0.213
C -2.1713 0.2206 1.1716 -0.213
C -0.7795 -0.0675 -1.1709 0.044
C -0.8207 0.5209 1.0806 0.044
C 2.8785 -0.8289 0.1567 0.879
N -0.1956 0.3588 -0.0688 -0.421
O 2.2392 1.7983 0.9614 -0.762
O 2.2641 1.3469 -1.4993 -0.760
F 1.8724 -1.6348 0.4242 -0.274
F 3.4818 -1.1754 -0.9465 -0.251
F 3.6962 -0.7384 1.1658 -0.248
S 2.0908 0.9507 -0.1565 2.035
H -3.8779 -0.4886 0.0832 0.251
H -2.6123 -0.7370 -2.0505 0.257
H -2.6885 0.3554 2.1093 0.257
H -0.1739 -0.1437 -2.0618 0.240
H -0.2475 0.8946 1.9156 0.242
```

Results
Largest force on an atom in eV Å⁻¹: 2.98
Net charge: +1
Energy above the lowest of the compared OMol25 structures with the same formula, charge and spin in kJ/mol: 0.0
Electronic energy in hartree: -1134.324522
LUMO energy in eV: -6.3
HOMO energy in eV: -14.7
Frontier orbital gap in eV: 8.40
2S+1: 1

6.
# C5H10O

The molecule C5H10O (the ωB97M-V functional and the def2-TZVPD basis, the Open Molecules 2025 dataset).

Structure (XYZ):
```
16
Properties=species:S:1:pos:R:3:nbo_charge:R:1
C 1.7326 0.9823 0.4517 -0.600
C 0.7150 -0.8252 -0.9333 0.065
C 1.1740 -0.4469 0.4326 -0.484
C -1.6825 -0.5111 -0.9102 0.037
C -1.9887 0.1422 0.3931 -0.695
O -0.4985 -0.7770 -1.3849 -0.342
H 2.3725 1.1454 -0.4232 0.206
H 0.9130 1.7070 0.3939 0.202
H 2.3223 1.1833 1.3512 0.205
H 1.4364 -1.0376 -1.7142 0.163
H 1.9546 -1.1595 0.7330 0.216
H 0.3745 -0.5590 1.1686 0.214
H -2.4339 -0.6021 -1.6807 0.165
H -3.0779 0.2056 0.4760 0.231
H -1.6399 -0.3927 1.2838 0.210
H -1.5968 1.1727 0.4569 0.207
```

Results
Largest force on an atom in eV Å⁻¹: 0.77
Energy above the lowest of the compared OMol25 structures with the same formula, charge and spin in kJ/mol: 349.5
Electronic energy in hartree: -271.619496
LUMO energy (alpha / beta) in eV: 1.1 / 1.1
HOMO energy (alpha / beta) in eV: -6.7 / -6.8
Frontier orbital gap (alpha / beta) in eV: 7.85 / 7.89
2S+1: 1

7.
# CH3F5N3OP3

A structure of composition CH3F5N3OP3 in a non-equilibrium geometry (the ωB97M-V functional and the def2-TZVPD basis, the Open Molecules 2025 dataset).

Structure (XYZ):
```
16
Properties=species:S:1:pos:R:3:nbo_charge:R:1
C -2.1749 1.7927 1.0669 0.785
N 1.0087 0.7943 -0.5028 -1.294
N 2.1189 -1.5197 -0.9868 -0.651
N -0.3536 -1.3370 -0.0716 -0.543
O -1.3562 1.1987 0.1826 -0.777
F -2.1892 1.0039 2.2419 -0.382
F -1.6588 2.9392 1.5122 -0.326
F 1.3449 -1.4157 -2.3144 -0.289
F -1.1808 -1.9399 0.8946 -0.285
F 0.6314 -3.4762 -0.5346 -0.556
P 2.5583 0.0768 -0.4910 0.945
P 0.0410 0.3705 0.7745 1.384
P 1.1554 -2.2035 0.2731 1.418
H -3.3097 1.7612 0.8424 0.166
H 0.5777 1.3425 -1.1725 0.430
H 2.7868 0.6122 -1.7144 -0.026
```

Results
Largest force on an atom in eV Å⁻¹: 3.38
Energy above the lowest of the compared OMol25 structures with the same formula, charge and spin in kJ/mol: 355.9
Electronic energy in hartree: -1802.722414
LUMO energy in eV: -0.6
HOMO energy in eV: -9.8
Frontier orbital gap in eV: 9.25
2S+1: 1

Which value of 2S+1 does entry 3 give?
1